Entry 1:
Computed, not measured: a molecular structure, C21H48Br3Cl6O12P3 in a non-equilibrium geometry, with wB97M-V/def2-TZVPD.

total charge: -1
<S²>: 0.7546
frontier orbital gap (alpha / beta): 3.8745 / 8.1927 eV
HOMO energy (alpha / beta): -1.554 / -5.873 eV
2S+1: 2

Structure (XYZ):
```
93
C21H48Br3Cl6O12P3 | the OMol25 dataset | wB97M-V/def2-TZVPD
C 1.2764 0.7159 1.0893
Br 3.0132 0.0223 0.2505
Br -0.2222 -0.4160 0.5221
Br 0.8296 2.5687 0.4247
H 1.3378 0.6748 2.1768
C -5.6236 -0.1268 3.2226
C -4.6732 0.2996 4.3564
O -4.1454 1.4874 3.8977
P -2.5856 1.6551 3.2404
O -1.4573 0.7658 3.8385
O -2.6576 1.2877 1.6509
C -3.6449 1.8215 0.7169
C -2.8977 2.9446 -0.0780
O -2.2059 3.2231 3.2718
C -1.2862 3.8026 4.2620
C 0.1757 3.8792 3.7575
H -5.2019 0.0976 2.2429
H -5.9769 -1.1302 3.4604
H -6.5560 0.4280 3.3269
H -5.1439 0.3352 5.3389
H -3.7471 -0.2716 4.4200
H -3.8391 1.1107 -0.0863
H -4.5638 2.2168 1.1498
H -2.0825 2.5879 -0.7076
H -3.5916 3.4456 -0.7530
H -2.4152 3.7618 0.4582
H -1.6781 4.7762 4.5563
H -1.2515 3.2278 5.1875
H 0.8696 4.0699 4.5762
H 0.3967 2.8930 3.3493
H 0.2774 4.5552 2.9085
C 6.4462 5.9972 -5.7760
C 6.0325 4.8836 -4.8327
O 5.8775 5.2963 -3.4765
P 6.0852 4.1717 -2.2874
O 5.8770 4.7123 -0.8974
O 7.5779 3.5361 -2.5539
C 8.1655 2.2553 -2.0583
C 9.7299 2.4150 -2.3032
O 5.0768 3.0394 -2.7682
C 3.8190 2.7797 -2.0638
C 2.6484 3.5153 -2.8447
H 5.8282 6.8802 -5.6135
H 7.5003 6.2568 -5.6776
H 6.3050 5.5393 -6.7550
H 5.0936 4.3812 -5.0655
H 6.6940 4.0187 -4.8799
H 7.9818 2.1252 -0.9918
H 7.7576 1.4764 -2.7025
H 10.3303 1.5852 -1.9302
H 9.9174 2.4711 -3.3755
H 10.2556 3.2648 -1.8678
H 3.6951 1.6970 -2.0449
H 3.6685 3.1622 -1.0543
H 2.7513 4.5977 -2.9208
H 2.5861 3.3040 -3.9122
H 1.6630 3.3123 -2.4254
C -3.0845 -2.2866 0.4798
C -2.4709 -3.6177 1.1379
O -2.4842 -4.6959 0.2669
P -3.9078 -5.4584 0.1677
O -5.1545 -4.6968 -0.0854
O -3.9709 -6.3802 1.5090
C -2.8455 -7.1386 1.9677
C -2.9030 -8.4790 1.2029
O -3.5659 -6.4377 -1.0827
C -3.9581 -6.1649 -2.4436
C -3.2392 -4.9895 -3.0509
H -4.1591 -2.4681 0.4614
H -2.8246 -1.4178 1.0846
H -2.6912 -2.1439 -0.5267
H -1.4422 -3.3100 1.3255
H -2.8955 -3.8683 2.1101
H -1.8990 -6.6451 1.7471
H -2.9763 -7.4354 3.0083
H -2.7817 -8.3000 0.1345
H -2.0850 -9.1587 1.4418
H -3.9301 -8.8401 1.2565
H -3.6985 -7.0746 -2.9850
H -5.0331 -5.9979 -2.3755
H -3.6062 -4.7473 -4.0482
H -3.5610 -4.1291 -2.4642
H -2.1583 -4.8603 -3.1070
C -0.2548 -2.0377 5.0964
Cl -1.0711 -3.1696 3.8904
Cl 1.0928 -1.2640 4.2070
Cl 0.3145 -2.9832 6.5139
H -1.1161 -1.4383 5.3912
C -1.1449 -0.3331 -2.9333
Cl -2.5846 -1.1891 -3.6953
Cl -0.8385 1.2911 -3.7218
Cl 0.2353 -1.3839 -2.9375
H -1.3989 -0.1339 -1.8922
```

Entry 2:
Computed, not measured: a molecular structure, C21H48CrN2O13S3 in a non-equilibrium geometry, with wB97M-V/def2-TZVPD.

total charge: +1
<S²>: 3.7918
frontier orbital gap (alpha / beta): 7.4186 / 8.9410 eV
HOMO energy (alpha / beta): -10.564 / -10.566 eV
2S+1: 4

Structure (XYZ):
```
88
C21H48CrN2O13S3 | the OMol25 dataset | wB97M-V/def2-TZVPD
Cr 0.9376 2.5624 2.2294
C -0.7275 2.7700 -2.8104
C 0.6720 2.2107 -3.2174
C 0.9076 0.7473 -2.9197
C 2.4005 0.3364 -3.2132
N 2.7129 -1.1737 -3.0710
C 4.2079 -1.4096 -3.3457
C 4.2560 -2.7923 -3.9870
C 2.8250 -3.3080 -4.1870
C 2.0339 -2.0296 -4.1462
C 2.2124 -1.7042 -1.6826
H -1.4748 2.1250 -3.2727
H -0.9834 3.7660 -3.1718
H -0.7941 2.7975 -1.7228
H 1.4746 2.6923 -2.6588
H 0.8226 2.4396 -4.2724
H 0.0685 0.2678 -3.4237
H 0.6748 0.5113 -1.8813
H 2.9955 0.9079 -2.5008
H 2.6252 0.6273 -4.2393
H 4.7541 -1.4145 -2.4025
H 4.6345 -0.6356 -3.9837
H 4.7163 -3.5621 -3.3677
H 4.8064 -2.7256 -4.9255
H 2.5397 -3.9681 -3.3679
H 2.7005 -3.9395 -5.0668
H 1.0383 -2.3327 -3.8219
H 2.1428 -1.5023 -5.0939
H 1.1245 -1.7503 -1.7321
H 2.5309 -1.0992 -0.8337
H 2.7270 -2.6642 -1.7240
O -0.6268 -0.6801 0.5212
C -0.0083 0.3568 1.0562
O 1.1715 0.7352 0.9098
O -0.5100 1.0341 1.9523
H -1.5400 -0.4356 0.6881
O 3.1159 1.6815 5.2884
C 2.3736 1.7927 4.2390
O 1.1495 1.8210 4.1629
O 2.7874 2.0446 3.0806
H 2.4105 1.6954 5.9393
O 1.1875 4.6682 -1.1509
C 1.1248 4.0057 0.0173
O 2.0704 3.7623 0.7626
O 0.0405 3.5742 0.4797
H 2.0798 5.0128 -1.2324
C -1.6877 -3.6114 -0.1035
S -1.1950 -4.5687 -1.5609
O 0.1079 -3.8645 -1.9781
C -0.5154 -6.0612 -0.6597
H -2.3062 -2.7726 -0.4228
H -0.8359 -3.3546 0.5262
H -2.3470 -4.2098 0.5252
H 0.1255 -6.5918 -1.3639
H -1.3964 -6.6052 -0.3192
H -0.0136 -5.7247 0.2475
C -2.9063 2.3308 4.1728
S -1.6441 3.6371 4.3614
O -0.7238 3.3961 3.1997
C -2.7948 5.0018 3.8681
H -2.5011 1.3954 4.5586
H -3.1625 2.0955 3.1398
H -3.8162 2.5034 4.7475
H -3.5028 5.2196 4.6677
H -3.4626 4.7103 3.0574
H -2.2228 5.8925 3.6078
C 1.1742 -1.3315 5.2630
S 0.9440 -3.1182 4.8305
O 2.3327 -3.7295 4.6048
C 0.2949 -2.8247 3.0826
H 1.6424 -0.9235 4.3672
H 1.8551 -1.2820 6.1128
H 0.2752 -0.7653 5.5065
H -0.7632 -2.5750 3.1607
H 0.1986 -3.8261 2.6630
H 0.9448 -2.2242 2.4460
C -4.2190 -0.0807 -0.2081
O -3.4814 -0.5466 0.6387
N -4.3241 1.1814 -0.6229
C -5.1178 1.5443 -1.8390
C -3.3423 2.1348 -0.0878
H -4.8473 -0.7409 -0.8259
H -5.3989 2.5963 -1.7888
H -6.0490 1.0140 -2.0382
H -4.4053 1.4752 -2.6610
H -3.8756 3.0494 0.1715
H -2.8388 1.8126 0.8236
H -2.5870 2.5234 -0.7709
```

Entry 3:
Computed, not measured: a molecular structure, C21H48GdNO2P2 in a non-equilibrium geometry, with wB97M-V/def2-TZVPD.

relative energy (zero: lowest compared OMol25 entry of this formula, charge and spin): 87.58 kcal per mole
total charge: +2
<S²>: 15.8219
frontier orbital gap (alpha / beta): 5.9426 / 5.9681 eV
HOMO energy (alpha / beta): -11.686 / -14.424 eV
2S+1: 8

Structure (XYZ):
```
75
C21H48GdNO2P2 | the OMol25 dataset | wB97M-V/def2-TZVPD
Gd -0.0822 -0.0484 0.1427
P -0.0347 -2.5043 -1.0767
P -0.0586 2.5780 -0.7369
N 1.6378 0.0557 -1.1636
C 1.6440 -2.4029 -1.8455
H 2.2024 -3.3140 -1.5721
H 1.5010 -2.4001 -2.9383
C 2.4483 -1.1427 -1.4593
H 3.1108 -1.4162 -0.5957
H 3.1653 -0.9130 -2.2866
C 2.4377 1.2961 -1.2290
H 3.2095 1.1977 -2.0274
H 3.0280 1.4494 -0.2887
C 1.6336 2.5871 -1.4900
H 1.5086 2.7105 -2.5787
H 2.1836 3.4628 -1.1077
C 0.1118 3.3842 0.9275
C -1.1022 3.1149 1.8320
H -0.8207 3.3520 2.8704
H -1.4518 2.0682 1.8259
H -1.9634 3.7339 1.5484
C -1.2865 3.4502 -1.7594
C -2.6729 3.4838 -1.0936
H -3.4075 3.7863 -1.8547
H -2.7260 4.1972 -0.2617
H -2.9845 2.4960 -0.7249
C -1.2861 -3.2152 -2.1833
C -2.6685 -3.3237 -1.5141
H -3.4078 -3.5364 -2.3006
H -2.9767 -2.3836 -1.0335
H -2.7163 -4.1268 -0.7675
C 0.1564 -3.4847 0.4891
C -1.0084 -3.2485 1.4671
H -0.7201 -3.6504 2.4508
H -1.9252 -3.7550 1.1353
H -1.2566 -2.1856 1.6325
C -2.5874 -0.0127 0.4363
C -0.8234 4.8077 -2.2817
H -0.7541 5.5660 -1.4947
H 0.1483 4.7382 -2.7810
H -1.5558 5.1451 -3.0299
C -0.8317 -4.4980 -2.8745
H -1.5683 -4.7324 -3.6571
H 0.1393 -4.3694 -3.3636
H -0.7646 -5.3486 -2.1883
C 0.4085 -4.9750 0.2866
H 0.7093 -5.4020 1.2572
H -0.4907 -5.5098 -0.0398
H 1.2189 -5.1773 -0.4207
C 0.4388 4.8732 0.9030
H -0.4319 5.4865 0.6444
H 0.7514 5.1665 1.9182
H 1.2596 5.1222 0.2240
H 0.9848 2.8648 1.3625
H 1.0662 -3.0570 0.9455
H -1.3705 2.7773 -2.6307
H -1.3724 -2.4363 -2.9601
O -3.7524 -0.0126 0.3869
H -0.4416 0.0365 -3.3095
H -1.1584 0.1309 -3.0835
C 3.2509 0.2043 2.5839
C 2.2245 -0.8836 2.3113
O 0.8539 -0.3830 2.2455
C 0.2819 0.2268 3.5039
C -1.1541 -0.2247 3.6256
H 3.4249 0.7858 1.6690
H 4.1996 -0.2615 2.8795
H 2.8993 0.8649 3.3836
H 2.4033 -1.3461 1.3257
H 2.2529 -1.6780 3.0773
H 0.9116 -0.1025 4.3371
H 0.3880 1.3120 3.3762
H -1.1732 -1.3098 3.8242
H -1.6601 0.2840 4.4588
H -1.7476 -0.0250 2.7168
```

Entry 4:
Computed, not measured: a molecular structure, C21H48GeN3ORbS4SbSi3, with wB97M-V/def2-TZVPD.

relative energy (zero: lowest compared OMol25 entry of this formula, charge and spin): 0.00 kcal per mole
total charge: -2
<S²>: 0.7696
frontier orbital gap (alpha / beta): 4.1803 / 5.0098 eV
HOMO energy (alpha / beta): -0.654 / -1.486 eV
2S+1: 2

Structure (XYZ):
```
83
C21H48GeN3ORbS4SbSi3 | the OMol25 dataset | wB97M-V/def2-TZVPD
Rb -1.0854 1.9782 1.1077
N -0.1718 3.9927 -0.8793
C 0.7434 3.4425 -1.8768
C 0.1469 2.2491 -2.6051
N -0.1817 1.1470 -1.7075
H -1.1033 4.1090 -1.2692
H 0.1315 4.9036 -0.5593
H 1.6631 3.1282 -1.3707
H 1.0364 4.1744 -2.6430
H 0.8547 1.9641 -3.3979
H -0.7771 2.5608 -3.1031
H 0.6486 0.7911 -1.2366
H -0.5717 0.3752 -2.2372
S -5.7893 3.2873 1.1312
Sb -3.8685 4.5078 1.5590
S -3.9153 3.9576 5.1035
S -3.6096 2.4594 -1.7510
S -4.2801 6.7401 1.8106
C 4.3229 1.9191 0.5090
Si 3.8549 0.1506 0.0150
C 5.4145 -0.8763 0.3592
C 3.6848 0.1902 -1.8761
Ge 1.8042 -0.4650 1.0608
Si 1.4228 -2.5473 -0.0368
C 0.4607 -2.3051 -1.6537
C 0.3175 -3.6768 1.0109
C 2.9181 -3.6111 -0.5294
Si 2.6268 -1.2857 3.1345
C 3.7039 -2.8503 3.1332
C 3.6563 0.0359 4.0185
C 1.1798 -1.6807 4.2854
H 5.2576 2.2427 0.0388
H 4.4408 2.0000 1.5924
H 3.5328 2.6161 0.2178
H 6.2693 -0.4734 -0.1959
H 5.2784 -1.9204 0.0699
H 5.6651 -0.8549 1.4228
H 4.6054 0.5555 -2.3434
H 2.8704 0.8532 -2.1829
H 3.4704 -0.8021 -2.2813
H -0.5084 -1.8414 -1.4518
H 0.2779 -3.2627 -2.1531
H 0.9988 -1.6580 -2.3522
H -0.6013 -3.1556 1.2926
H 0.8163 -3.9849 1.9331
H 0.0404 -4.5807 0.4580
H 3.5462 -3.0861 -1.2542
H 2.5854 -4.5480 -0.9906
H 3.5402 -3.8559 0.3338
H 4.5978 -2.7234 2.5187
H 3.1517 -3.7107 2.7475
H 4.0205 -3.0851 4.1558
H 4.5754 0.2563 3.4695
H 3.9344 -0.2891 5.0265
H 3.0902 0.9661 4.1062
H 0.5279 -2.4412 3.8483
H 0.5736 -0.7877 4.4542
H 1.5247 -2.0472 5.2579
C -5.7113 -0.2106 -0.3818
N -4.3821 0.0764 0.1162
C -4.3115 -0.1068 1.5525
C -3.3357 -0.6261 -0.5889
C -3.2474 -0.3338 -2.0716
C -2.9915 -1.4108 -2.9162
C -2.7667 -1.2557 -4.2754
C -2.8227 0.0174 -4.8207
C -3.1076 1.0995 -4.0056
C -3.3143 0.9555 -2.6306
H -6.4167 0.4445 0.1291
H -5.9928 -1.2662 -0.2145
H -5.7661 -0.0030 -1.4514
H -4.1804 1.9332 -0.6324
H -4.5498 -1.1444 1.8464
H -4.9999 0.5911 2.0292
H -3.3071 0.1156 1.9181
H -3.4236 -1.7218 -0.4630
H -2.3767 -0.3491 -0.1328
H -2.9442 -2.4018 -2.4783
H -2.5504 -2.1169 -4.8947
H -2.6574 0.1715 -5.8802
H -3.1770 2.0931 -4.4339
O -2.0092 2.8148 3.5902
C -2.9774 3.4871 3.8467
```

Entry 5:
Computed, not measured: 3 unconnected molecules or ions with the total composition C21H48O12P2S3 in a non-equilibrium geometry, with wB97M-V/def2-TZVPD.

frontier orbital gap: 10.1503 eV
SMILES string: CCCCCC[C@@H]1COS(=O)(=O)[C@@H](CCCCC)[C@@H]1PP(=O)(O)O.CCOS(C)(=O)=O.CCOS(C)(=O)=O
HOMO energy: -9.843 eV

Structure (XYZ):
```
86
C21H48O12P2S3 | the OMol25 dataset | wB97M-V/def2-TZVPD
C -2.9061 1.5109 -2.3995
C -2.2737 1.7403 -3.7720
C -1.3396 0.6060 -4.1806
C -0.0739 0.5086 -3.2993
C 0.0730 -0.8229 -2.5345
C 1.4838 -1.4351 -2.5625
C 2.1051 -1.8202 -1.2045
C 3.2651 -2.7882 -1.4647
O 3.6271 -3.6119 -0.3297
S 3.5924 -2.8259 1.0439
O 4.2672 -1.5809 0.8426
O 4.0489 -3.7004 2.0678
C 1.8371 -2.6163 1.2331
C 1.4607 -1.6536 2.3572
C 1.9341 -0.1996 2.3112
C 0.9613 0.8048 1.6724
C 1.2346 1.2176 0.2248
C 2.6438 1.7272 -0.0479
C 1.1380 -2.3583 -0.1421
P 0.4200 -3.9975 -0.7154
P -1.7122 -3.8227 -0.4563
O -2.3473 -4.8481 -1.2963
O -2.2624 -2.3494 -0.7450
O -2.0215 -4.0313 1.0909
H -3.5894 2.3213 -2.1597
H -2.1333 1.4520 -1.6343
H -3.4652 0.5759 -2.4179
H -3.0648 1.8207 -4.5191
H -1.7228 2.6816 -3.7994
H -1.8840 -0.3392 -4.1859
H -1.0190 0.7860 -5.2075
H 0.8117 0.7061 -3.8987
H -0.1314 1.3131 -2.5646
H -0.2828 -0.6483 -1.5202
H -0.6201 -1.5397 -2.9820
H 2.1569 -0.7069 -3.0128
H 1.4683 -2.3042 -3.2183
H 2.5504 -0.9115 -0.7964
H 3.0013 -3.4913 -2.2510
H 4.1403 -2.2260 -1.7804
H 1.5081 -3.6050 1.5513
H 1.7758 -2.1205 3.2896
H 0.3680 -1.6493 2.3927
H 2.9234 -0.0907 1.8791
H 2.0448 0.1084 3.3509
H 1.0103 1.7186 2.2675
H -0.0703 0.4528 1.7445
H 0.5388 2.0289 -0.0054
H 0.9882 0.4182 -0.4781
H 3.3883 0.9469 0.1086
H 2.7152 1.9866 -1.1058
H 2.8894 2.6219 0.5150
H 0.3349 -1.6556 0.0614
H 0.5158 -3.9326 -2.1139
H -1.9384 -2.1107 -1.6218
H -1.8183 -4.9549 1.2792
C 6.5485 5.5475 3.6732
C 5.1830 4.8941 3.6261
O 4.1343 5.8005 3.2095
S 4.0692 6.1932 1.6722
C 2.4845 6.9546 1.7030
O 4.0208 4.9905 0.8975
O 5.0581 7.1835 1.3848
H 6.8890 5.8354 2.6803
H 7.2725 4.8498 4.0940
H 6.5222 6.4462 4.2891
H 5.1781 4.0184 2.9754
H 4.8822 4.5691 4.6197
H 1.7359 6.2054 1.9439
H 2.3151 7.3605 0.7082
H 2.4965 7.7532 2.4392
C -5.2902 -1.1571 -0.0346
C -5.2365 -2.6242 0.3454
O -6.4765 -3.0830 0.9399
S -7.7236 -3.2971 -0.0178
C -8.7366 -4.1605 1.1322
O -7.3447 -4.1689 -1.0857
O -8.3254 -2.0332 -0.3112
H -6.0071 -0.9788 -0.8346
H -4.3088 -0.8300 -0.3723
H -5.5936 -0.5524 0.8204
H -4.9855 -3.2592 -0.5050
H -4.4834 -2.7894 1.1122
H -8.2672 -5.1099 1.3721
H -9.6959 -4.3191 0.6449
H -8.8608 -3.5446 2.0183
```

Number 1: M 1037.955 g mol⁻¹. Number 2: M 684.813 g mol⁻¹. Number 3: M 565.818 g mol⁻¹. Number 4: M 850.999 g mol⁻¹. Number 5: M 650.752 g mol⁻¹.